C5H6N3O2 | the ωB97M-V functional and the def2-TZVPD basis

The multiplicity is 1. Its strongest force on any atom is 1.77 eV/A. As for the net charge: +1. The value obtained for the frontier orbital gap is 0.38312 hartree. For the calculated total energy, the calculation gives -13838.9692 eV. The value obtained for the relative energy (zero: lowest compared OMol25 entry of this formula, charge and spin) is 0.0 kcal/mol.

Atoms and positions in Å:
C 0.199 -1.866 0.923
C 1.552 -1.893 0.583
C -0.426 -0.636 0.964
C 1.599 0.361 0.385
C -2.002 2.385 -1.822
N 2.216 -0.779 0.322
N 0.289 0.466 0.697
N -1.602 2.741 -2.868
O -2.224 1.866 -0.802
O -0.241 1.691 0.783
H -0.351 -2.765 1.150
H 2.106 -2.820 0.517
H -1.472 -0.509 1.205
H 2.136 1.279 0.185
H -1.799 3.307 -3.659
H -1.162 1.748 0.394